Entry 1:
Below is C30H55Br12FN3O4P as an isolated structure at a distorted geometry, with properties calculated with the ωB97M-V functional and the def2-TZVPD basis.

Summary:
- HOMO level: -8.014 eV
- Energy above the lowest of the compared OMol25 structures with the same formula, charge and spin: 0.0 kJ/mol
- Strongest force on any atom: 0.0403 hartree/bohr
- HOMO-LUMO gap: 7.83 eV

Atoms and positions in Å:
C -3.74 0.52 -2.11
C -2.66 -0.28 -1.97
C -1.31 0.16 -1.42
C -1.26 1.69 -1.31
C -1.96 2.42 -0.20
O -1.36 3.15 0.57
O -0.29 -0.31 -2.35
C -0.35 0.33 -3.61
C 0.64 1.53 -3.74
N 1.90 1.35 -3.03
C -0.04 -0.66 -4.78
C 0.57 -2.02 -4.42
C 1.98 -1.87 -3.83
C 2.98 -2.86 -4.44
C 2.90 -4.29 -3.89
N 3.94 -4.50 -2.87
C -1.06 -0.59 -0.03
C -0.27 -1.92 -0.22
C -0.96 -3.08 -0.97
C -1.01 -4.41 -0.16
C -0.63 -5.61 -1.00
O 0.31 -6.34 -0.79
O -1.47 -5.85 -2.06
N -0.32 0.26 0.89
C -0.46 0.06 2.31
C -0.21 1.34 3.12
C -0.53 1.07 4.62
C -1.39 2.21 5.22
C 0.99 0.71 0.46
C 2.22 0.14 1.16
C 3.43 0.32 0.24
F 2.11 -1.22 1.43
P -2.75 -1.15 0.61
C -3.61 0.24 1.44
C -2.49 -2.37 2.00
H -4.75 0.19 -1.92
H -3.61 1.56 -2.40
H -2.75 -1.30 -2.33
H -0.23 2.00 -1.25
H -1.63 2.14 -2.23
H -3.06 2.35 -0.12
H -1.33 0.74 -3.85
H 0.79 1.78 -4.79
H 0.16 2.41 -3.31
H 2.01 1.99 -2.27
H 2.70 1.42 -3.65
H 0.64 -0.21 -5.49
H -0.98 -0.83 -5.31
H 0.66 -2.57 -5.35
H -0.13 -2.59 -3.81
H 2.33 -0.89 -4.14
H 2.00 -1.87 -2.75
H 4.00 -2.52 -4.29
H 2.84 -2.91 -5.52
H 1.89 -4.47 -3.52
H 3.09 -5.01 -4.68
H 4.26 -5.45 -2.84
H 3.63 -4.20 -1.96
H 0.70 -1.74 -0.67
H -0.05 -2.25 0.79
H -0.36 -3.31 -1.85
H -1.95 -2.87 -1.35
H -2.01 -4.61 0.21
H -0.27 -4.37 0.63
H -2.35 -5.55 -1.84
H -1.45 -0.25 2.63
H 0.23 -0.68 2.73
H -0.89 2.12 2.79
H 0.83 1.65 3.09
H -0.98 0.09 4.78
H 0.40 1.07 5.18
H -1.05 3.13 4.76
H -2.43 2.04 4.98
H -1.21 2.30 6.29
H 1.04 1.80 0.59
H 1.13 0.56 -0.61
H 2.49 0.64 2.08
H 3.41 -0.41 -0.56
H 3.42 1.34 -0.14
H 4.34 0.24 0.84
H -4.09 -0.13 2.34
H -4.34 0.72 0.80
H -2.92 1.02 1.77
H -2.93 -3.32 1.72
H -3.04 -2.01 2.87
H -1.45 -2.47 2.32
C 2.21 -1.46 4.91
Br 4.03 -1.16 4.38
Br 1.42 -2.90 3.92
Br 2.05 -1.72 6.81
H 1.66 -0.57 4.66
C -2.59 5.55 2.47
Br -0.95 5.60 3.46
Br -3.78 4.16 3.05
Br -3.47 7.27 2.49
H -2.33 5.34 1.44
C 8.19 -1.20 3.25
Br 10.03 -1.03 2.74
Br 7.72 0.01 4.67
Br 7.01 -1.01 1.74
H 8.05 -2.20 3.63
C -5.94 10.06 0.52
Br -7.83 10.41 0.54
Br -5.41 9.06 -1.03
Br -4.92 11.69 0.70
H -5.72 9.45 1.39

---

Entry 2:
Below is C39H52N4OP2Zn as an isolated structure at a distorted geometry, with properties calculated with the ωB97M-V functional and the def2-TZVPD basis.

Summary:
- HOMO level (alpha / beta): -6.598 / -6.598 eV
- Strongest force on any atom: 0.0680 hartree/bohr
- HOMO-LUMO gap (alpha / beta): 5.97 / 5.97 eV

Atoms and positions in Å:
Zn 0.17 0.01 3.18
C -1.06 1.78 2.64
C -1.37 0.78 1.73
C -0.85 0.71 0.31
C 0.43 -0.15 0.17
C 1.40 -0.02 1.32
C 1.71 1.16 2.00
C 1.18 2.54 1.64
C -0.09 2.93 2.42
C 1.54 -1.20 4.18
H -1.72 1.91 3.49
H -2.24 0.17 1.95
H -0.67 1.72 -0.08
H -1.63 0.27 -0.33
H 0.14 -1.21 0.11
H 0.94 0.08 -0.78
H 2.06 -0.87 1.46
H 2.58 1.13 2.65
H 1.01 2.59 0.56
H 1.96 3.27 1.86
H 0.20 3.31 3.40
H -0.60 3.76 1.91
H 1.45 -1.09 5.26
H 2.57 -0.96 3.88
H 1.33 -2.24 3.93
P 1.51 -1.22 -5.47
P -1.56 -0.54 -5.02
N 2.93 -0.22 -5.29
N 2.07 -2.51 -6.48
N -1.67 1.17 -4.79
N -3.21 -0.99 -5.38
C 0.61 -0.21 -6.73
C -0.88 -0.58 -6.74
C 3.19 0.43 -4.08
C 4.18 1.36 -4.30
C 4.54 1.29 -5.68
C 3.75 0.33 -6.27
C 2.32 -3.78 -5.94
C 2.84 -4.58 -6.93
C 2.91 -3.79 -8.12
C 2.44 -2.53 -7.82
C -1.60 1.72 -3.51
C -1.80 3.08 -3.60
C -2.00 3.38 -4.99
C -1.92 2.21 -5.69
C -4.16 -0.33 -6.15
C -5.19 -1.21 -6.40
C -4.86 -2.46 -5.79
C -3.64 -2.30 -5.17
H 1.08 -0.40 -7.70
H 0.71 0.86 -6.51
H -1.47 0.12 -7.34
H -1.00 -1.58 -7.18
H 2.64 0.15 -3.19
H 4.61 2.01 -3.54
H 5.30 1.88 -6.17
H 3.72 -0.03 -7.28
H 2.10 -3.97 -4.90
H 3.12 -5.61 -6.82
H 3.26 -4.11 -9.09
H 2.33 -1.66 -8.45
H -1.41 1.08 -2.66
H -1.79 3.78 -2.78
H -2.17 4.36 -5.41
H -2.00 2.02 -6.75
H -4.02 0.70 -6.42
H -6.09 -0.97 -6.95
H -5.46 -3.35 -5.79
H -3.04 -2.99 -4.60
C -1.44 3.50 6.73
C -0.35 2.57 6.16
C 1.03 3.24 6.21
C -0.33 1.23 6.85
C -0.07 1.22 8.23
C -0.04 0.04 8.95
C -0.25 -1.17 8.30
C -0.50 -1.23 6.92
C -0.67 -2.61 6.29
C 0.57 -3.50 6.56
C -1.91 -3.32 6.84
C -0.57 -0.01 6.16
O -0.86 -0.03 4.80
H -1.25 3.75 7.79
H -2.43 3.01 6.64
H -1.46 4.44 6.15
H -0.59 2.40 5.13
H 1.34 3.46 7.25
H 1.79 2.57 5.75
H 1.01 4.19 5.64
H 0.11 2.14 8.77
H 0.17 0.05 10.01
H -0.20 -2.07 8.90
H -0.80 -2.51 5.19
H 0.71 -3.70 7.64
H 0.46 -4.48 6.05
H 1.51 -3.05 6.20
H -2.82 -2.72 6.63
H -2.02 -4.32 6.36
H -1.83 -3.48 7.94

---

Entry 3:
Below is C6H9F5MnO8SV2 as an isolated structure at a distorted geometry, with properties calculated with the ωB97M-V functional and the def2-TZVPD basis.

Summary:
- HOMO level (alpha / beta): -10.923 / -13.175 eV
- Expectation value of S²: 20.25
- Strongest force on any atom: 0.1458 hartree/bohr
- HOMO-LUMO gap (alpha / beta): 5.17 / 7.30 eV
- Multiplicity: 9
- Charge: +1

Atoms and positions in Å:
O 25.50 14.51 -2.80
V 24.27 13.67 -3.54
O 20.56 14.69 -1.93
V 20.98 14.62 -3.48
Mn 21.21 11.36 -4.43
F 22.96 15.44 -2.83
F 22.25 12.77 -3.26
C 18.14 13.02 -4.12
O 19.54 12.99 -4.11
H 17.59 13.42 -3.27
H 17.80 13.48 -5.05
H 17.79 11.99 -4.24
C 25.36 9.18 -3.20
F 24.65 8.02 -3.07
F 25.28 9.75 -2.03
F 26.64 8.96 -3.55
S 24.39 10.36 -4.52
O 22.97 10.21 -4.18
O 24.79 11.81 -4.22
O 24.73 9.97 -5.88
O 24.28 12.60 -1.54
C 23.94 12.68 -0.38
O 24.69 13.19 0.55
C 24.29 12.81 1.83
C 22.83 12.91 1.64
C 22.52 12.38 0.20
H 24.65 13.49 2.59
H 24.68 11.84 2.14
H 22.47 13.94 1.72
H 22.41 12.31 2.45
H 21.84 13.06 -0.30
H 22.25 11.35 0.01

---

Entry 4:
Below is C24H59B2HgN5O13Pb as an isolated structure at a distorted geometry, with properties calculated with the ωB97M-V functional and the def2-TZVPD basis.

Summary:
- HOMO level: -13.001 eV
- Energy above the lowest of the compared OMol25 structures with the same formula, charge and spin: 330.9 kJ/mol
- Strongest force on any atom: 0.1110 hartree/bohr
- HOMO-LUMO gap: 6.18 eV
- Charge: +2

Atoms and positions in Å:
Hg 2.33 -2.59 1.45
Pb -1.06 1.19 0.04
O 0.28 -3.24 -7.41
C 0.47 -2.10 -6.90
O -0.34 -1.39 -6.06
B 0.47 -0.36 -5.46
O 1.72 -0.32 -6.18
C 1.80 -1.37 -6.96
O 2.80 -1.75 -7.59
O 0.65 -0.60 -4.04
C 0.03 0.39 -3.38
O 0.10 0.57 -2.16
C -0.69 1.27 -4.43
O -0.33 0.91 -5.64
O -1.26 2.32 -4.14
B 0.86 -0.57 0.84
H 1.93 -0.51 0.72
H 0.54 0.32 1.36
H 0.48 -0.57 -0.17
H 0.55 -1.47 1.34
C -5.68 1.03 -1.31
C -4.36 0.62 -0.75
C -3.66 -0.39 -1.66
O -2.37 -0.68 -1.21
C -1.93 -1.91 -1.84
N -3.55 1.83 -0.57
H -6.16 1.87 -0.81
H -6.37 0.21 -1.11
H -5.62 1.26 -2.38
H -4.60 0.15 0.21
H -3.64 -0.02 -2.68
H -4.29 -1.28 -1.63
H -2.50 -2.73 -1.42
H -0.90 -2.11 -1.54
H -1.94 -2.06 -2.92
H -3.52 2.29 -1.46
H -3.93 2.49 0.10
C 2.45 -3.36 -3.13
C 1.99 -2.96 -1.72
C 1.07 -4.04 -1.14
O 0.75 -3.52 0.15
C -0.32 -4.19 0.70
N 3.18 -2.73 -0.85
H 2.78 -4.39 -3.24
H 3.16 -2.63 -3.52
H 1.62 -3.37 -3.85
H 1.38 -2.06 -1.85
H 1.64 -4.97 -1.16
H 0.28 -4.07 -1.89
H -0.14 -5.26 0.76
H -1.29 -4.04 0.22
H -0.43 -3.76 1.69
H 3.66 -3.59 -1.05
H 3.66 -2.07 -1.45
C 5.61 -0.23 3.58
C 4.36 -1.16 3.26
C 3.09 -0.95 4.10
O 2.12 -1.88 3.70
C 0.88 -1.94 4.44
N 4.19 -1.13 1.83
H 5.38 0.83 3.74
H 6.46 -0.31 2.90
H 5.98 -0.43 4.59
H 4.68 -2.18 3.49
H 2.81 0.09 3.97
H 3.35 -1.13 5.14
H 0.18 -2.39 3.75
H 0.60 -0.94 4.78
H 0.99 -2.59 5.31
H 3.94 -0.16 1.67
H 5.13 -1.18 1.46
C 0.91 4.81 -2.23
C 0.53 3.70 -1.22
C 0.88 4.18 0.15
O 0.70 3.10 1.15
C 1.30 3.36 2.45
N -0.90 3.50 -1.35
H 0.54 5.80 -1.98
H 0.53 4.62 -3.24
H 2.00 4.86 -2.28
H 1.07 2.82 -1.58
H 0.25 4.96 0.57
H 1.90 4.56 0.25
H 2.23 3.91 2.31
H 1.47 2.43 2.99
H 0.60 3.87 3.12
H -1.08 3.62 -2.33
H -1.43 4.24 -0.91
C -2.28 2.63 4.46
C -2.06 1.91 3.20
C -3.03 0.78 2.97
O -2.41 0.03 1.95
C -2.84 -1.34 2.11
N -1.97 2.78 2.03
H -3.34 2.84 4.60
H -1.72 3.56 4.61
H -2.07 2.16 5.42
H -1.11 1.39 3.31
H -4.00 1.07 2.56
H -3.07 0.17 3.87
H -2.47 -1.87 2.99
H -2.44 -1.94 1.29
H -3.92 -1.28 2.04
H -1.35 3.54 2.26
H -2.87 3.18 1.83

---

Entry 5:
Below is one molecule with the formula C12H27BO3 at a distorted geometry, with properties calculated with the ωB97M-V functional and the def2-TZVPD basis.

Summary:
- HOMO level: -10.278 eV
- Energy above the lowest of the compared OMol25 structures with the same formula, charge and spin: 0.0 kJ/mol
- Strongest force on any atom: 0.0416 hartree/bohr
- HOMO-LUMO gap: 11.07 eV

Atoms and positions in Å:
C -1.47 3.46 3.06
C -0.60 3.75 1.83
C -1.13 3.27 0.50
C -1.19 1.76 0.44
O 0.05 1.12 0.74
B -0.01 -0.27 0.86
O 1.18 -0.97 1.16
C 2.36 -0.24 1.32
C 2.75 0.43 0.04
C 2.95 -0.53 -1.13
C 3.04 0.19 -2.49
O -1.21 -0.90 0.58
C -1.12 -2.29 0.75
C -1.96 -2.97 -0.28
C -1.43 -2.75 -1.70
C -2.06 -3.69 -2.72
H -1.00 3.90 3.94
H -2.44 3.96 2.93
H -1.60 2.37 3.20
H 0.39 3.30 2.00
H -0.35 4.81 1.75
H -0.50 3.65 -0.31
H -2.13 3.63 0.31
H -1.46 1.37 -0.55
H -1.98 1.39 1.08
H 3.14 -0.91 1.69
H 2.17 0.52 2.11
H 1.97 1.13 -0.26
H 3.67 1.00 0.18
H 2.09 -1.22 -1.15
H 3.86 -1.14 -0.94
H 3.91 0.84 -2.50
H 2.15 0.82 -2.62
H 3.08 -0.51 -3.33
H -1.47 -2.51 1.77
H -0.07 -2.63 0.68
H -2.04 -4.06 -0.11
H -2.97 -2.58 -0.26
H -0.37 -2.87 -1.69
H -1.59 -1.67 -1.97
H -3.15 -3.68 -2.75
H -1.67 -3.57 -3.73
H -1.80 -4.70 -2.40

---

Entry 6:
Below is C34H48BMoN5O3PS3 as an isolated structure at a distorted geometry, with properties calculated with the ωB97M-V functional and the def2-TZVPD basis.

Summary:
- HOMO level (alpha / beta): -8.233 / -8.253 eV
- Expectation value of S²: 2.03
- Energy above the lowest of the compared OMol25 structures with the same formula, charge and spin: 186.6 kJ/mol
- Strongest force on any atom: 0.0908 hartree/bohr
- HOMO-LUMO gap (alpha / beta): 2.85 / 3.33 eV
- Multiplicity: 3
- Charge: +1

Atoms and positions in Å:
Mo -0.23 -0.24 2.51
C -2.08 0.90 1.22
N -1.21 1.77 2.03
C -1.76 2.50 3.23
C -1.92 1.57 4.41
N -0.73 0.68 4.54
C 0.45 1.43 5.04
C -0.94 -0.51 5.28
C -0.85 -0.62 6.72
C -1.39 -1.67 7.44
C -1.90 -2.73 6.66
C -1.91 -2.72 5.28
C -1.45 -1.60 4.54
S -1.65 -1.94 2.70
C -0.38 2.68 1.22
C -0.91 3.90 0.71
C -0.05 4.67 -0.04
C 1.31 4.38 0.00
C 1.73 3.07 0.40
C 0.87 2.13 0.89
S 0.98 0.37 0.67
H -1.62 -0.13 1.16
H -2.07 1.16 0.18
H -3.09 0.89 1.57
H -2.75 2.97 3.00
H -1.12 3.36 3.48
H -2.85 1.00 4.22
H -2.07 2.16 5.31
H 0.16 2.47 5.29
H 1.18 1.58 4.26
H 0.92 0.85 5.87
H -0.31 0.16 7.22
H -1.38 -1.76 8.51
H -2.28 -3.57 7.22
H -2.19 -3.60 4.70
H -1.98 4.06 0.82
H -0.33 5.54 -0.59
H 2.01 5.10 -0.37
H 2.77 2.78 0.33
C 1.60 -2.84 -5.05
S 0.60 -3.49 -3.76
C -1.03 -3.05 -4.22
O 0.79 -1.63 -1.46
H 1.38 -1.79 -5.21
H 1.28 -3.41 -5.94
H 2.69 -2.99 -4.90
H -1.42 -2.28 -3.55
H -1.66 -3.90 -4.03
H -1.14 -2.81 -5.27
C -2.35 1.48 -7.09
C -1.55 2.78 -6.65
C -2.60 3.89 -6.77
C -0.37 3.09 -7.65
C -1.20 2.48 -5.13
C -2.16 2.67 -4.10
C -2.08 1.94 -2.89
C -1.07 0.96 -2.80
O -1.03 0.01 -1.81
B 0.23 -0.79 -2.15
O 0.75 -0.33 -3.50
C -0.07 0.81 -3.77
C -0.07 1.61 -4.84
H -2.67 1.65 -8.16
H -3.23 1.37 -6.43
H -1.70 0.59 -7.16
H -2.97 4.01 -7.81
H -2.17 4.83 -6.53
H -3.43 3.66 -6.05
H -0.71 3.20 -8.66
H 0.47 2.34 -7.71
H 0.06 4.10 -7.40
H -2.88 3.42 -4.29
H -2.85 2.14 -2.13
H 0.74 1.62 -5.56
C 4.27 -3.27 3.34
N 4.23 -2.64 2.07
C 3.68 -3.54 1.01
N 2.36 -4.14 1.31
C 2.40 -4.67 2.74
N 2.90 -3.77 3.76
C 2.02 -2.70 4.09
P 1.55 -1.70 2.55
C 3.39 -1.44 2.10
C 1.37 -3.07 1.25
H 4.64 -2.48 3.99
H 4.99 -4.10 3.33
H 4.41 -4.36 0.86
H 3.57 -3.02 0.07
H 3.04 -5.58 2.68
H 1.38 -5.02 3.02
H 2.46 -1.94 4.78
H 1.07 -3.00 4.50
H 3.83 -0.67 2.74
H 3.45 -0.95 1.12
H 1.38 -2.69 0.21
H 0.41 -3.62 1.26